{
  "formula": "C56H70N14",
  "method": "wB97M-V/def2-TZVPD",
  "symbols": ["N", "C", "C", "C", "C", "H", "H", "H", "H", "H", "N", "C", "C", "C", "C", "H", "H", "H", "H", "H", "N", "C", "C", "C", "C", "H", "H", "H", "H", "H", "N", "C", "C", "C", "C", "H", "H", "H", "H", "H", "N", "C", "C", "C", "C", "H", "H", "H", "H", "H", "N", "C", "C", "C", "C", "H", "H", "H", "H", "H", "N", "C", "C", "C", "C", "H", "H", "H", "H", "H", "N", "C", "C", "C", "C", "H", "H", "H", "H", "H", "N", "C", "C", "C", "C", "H", "H", "H", "H", "H", "N", "C", "C", "C", "C", "H", "H", "H", "H", "H", "N", "C", "C", "C", "C", "H", "H", "H", "H", "H", "N", "C", "C", "C", "C", "H", "H", "H", "H", "H", "N", "C", "C", "C", "C", "H", "H", "H", "H", "H", "N", "C", "C", "C", "C", "H", "H", "H", "H", "H"],
  "coordinates": [[-4.56162, 3.75202, -1.13222], [-5.56987, 4.06446, -0.27370], [-5.15641, 3.84452, 1.01742], [-3.79171, 3.49509, 0.89006], [-3.38620, 3.52031, -0.41919], [-4.60941, 3.92000, -2.12151], [-6.47467, 4.51338, -0.65240], [-5.70375, 4.09059, 1.90913], [-3.06158, 3.28739, 1.66517], [-2.45084, 3.25512, -0.87666], [1.20478, -2.08373, -3.11287], [0.34246, -1.19841, -3.71086], [0.57799, -1.28338, -5.06870], [1.53411, -2.32704, -5.26210], [1.92883, -2.77275, -4.03637], [1.15259, -2.24350, -2.11962], [-0.36012, -0.58568, -3.17483], [0.03501, -0.72941, -5.81726], [1.93296, -2.68809, -6.19786], [2.65070, -3.50519, -3.71818], [3.81091, 3.96795, -4.34815], [3.26377, 3.62131, -3.13493], [3.09080, 2.26760, -3.10159], [3.35769, 1.82733, -4.42725], [3.77579, 2.89583, -5.20485], [4.21742, 4.85119, -4.59731], [3.20973, 4.33418, -2.32679], [2.68238, 1.67112, -2.30565], [3.43156, 0.80986, -4.78310], [4.16581, 2.86861, -6.20560], [-0.94792, -2.70976, 3.38155], [-1.55798, -3.77426, 2.77647], [-0.64383, -4.78878, 2.73478], [0.56565, -4.30256, 3.28244], [0.37434, -2.96220, 3.60292], [-1.38039, -1.81253, 3.53979], [-2.62140, -3.69997, 2.61300], [-0.82309, -5.78648, 2.36365], [1.57360, -4.68672, 3.33122], [1.02837, -2.27612, 4.11373], [2.24069, -5.54959, 0.81804], [2.68930, -6.84855, 0.69779], [3.63039, -6.83617, -0.30725], [3.91017, -5.49930, -0.64498], [2.95420, -4.73284, 0.01620], [1.51555, -5.24362, 1.45108], [2.21640, -7.70956, 1.13730], [4.05568, -7.74580, -0.70221], [4.65631, -5.11452, -1.31979], [2.79285, -3.66772, 0.04667], [2.04009, 4.78630, 1.29069], [1.28728, 3.77884, 1.81820], [0.14472, 3.64416, 1.04067], [0.22040, 4.64182, 0.05601], [1.37289, 5.36143, 0.24383], [2.90764, 5.11913, 1.66751], [1.55864, 3.27590, 2.73245], [-0.70155, 3.02765, 1.28937], [-0.51559, 4.93601, -0.67802], [1.73124, 6.32145, -0.09184], [-4.46167, -1.05232, 3.84388], [-4.07878, -0.03922, 3.02250], [-4.45334, -0.36647, 1.73629], [-5.08211, -1.66635, 1.81783], [-5.08446, -2.02766, 3.12043], [-4.23688, -1.04884, 4.82121], [-3.53922, 0.79647, 3.43777], [-4.27417, 0.06596, 0.76627], [-5.47218, -2.15260, 0.93981], [-5.64500, -2.76674, 3.67537], [-3.10835, -3.23059, -1.83390], [-2.14955, -3.41568, -2.78871], [-1.15124, -4.18877, -2.31179], [-1.48464, -4.45844, -0.96399], [-2.66549, -3.82898, -0.66705], [-3.97842, -2.74693, -1.95422], [-2.17450, -2.99157, -3.78290], [-0.19481, -4.41396, -2.74963], [-0.89951, -4.94681, -0.19702], [-3.27966, -3.77768, 0.21657], [-5.16948, 0.02119, -3.66436], [-4.73684, 0.34141, -2.40123], [-5.80783, 0.83001, -1.66633], [-6.91325, 0.77501, -2.54466], [-6.48033, 0.36741, -3.78262], [-4.52415, -0.13770, -4.41699], [-3.70071, 0.18238, -2.14250], [-5.88823, 1.17812, -0.65028], [-7.94658, 1.04404, -2.38713], [-7.01013, 0.33388, -4.71990], [-0.21987, 1.87142, 5.38454], [-1.09471, 1.75902, 4.34108], [-0.51227, 0.89847, 3.40587], [0.75942, 0.57911, 3.92159], [0.96127, 1.27081, 5.09964], [-0.43826, 2.43181, 6.18835], [-1.98890, 2.35823, 4.41159], [-0.88459, 0.54982, 2.45475], [1.48166, -0.09488, 3.48275], [1.74065, 1.21393, 5.84192], [-0.52418, -1.43894, 0.37576], [-1.22448, -0.37170, -0.07592], [-0.33318, 0.60510, -0.43871], [0.95350, 0.04269, -0.30511], [0.82980, -1.19531, 0.30435], [-0.91896, -2.22827, 0.86230], [-2.28999, -0.53873, -0.10702], [-0.51343, 1.55842, -0.90741], [1.86105, 0.57590, -0.54015], [1.55681, -1.91206, 0.64279], [4.46387, -1.13243, 3.31188], [3.55845, -2.16056, 3.49800], [3.48173, -2.40771, 4.83988], [4.39430, -1.56679, 5.49824], [5.06879, -0.87037, 4.50624], [4.75935, -0.69350, 2.45037], [3.00958, -2.57465, 2.66808], [2.82647, -3.14124, 5.28405], [4.58063, -1.53969, 6.55908], [5.91262, -0.20415, 4.53979], [0.46014, 3.82100, -5.02129], [-0.08418, 4.21990, -6.20042], [-1.26608, 3.53098, -6.37957], [-1.53073, 2.84286, -5.18447], [-0.41064, 2.96722, -4.39065], [1.24399, 4.26453, -4.57289], [0.38927, 4.92577, -6.86244], [-1.89627, 3.70146, -7.23859], [-2.39045, 2.25893, -4.89507], [-0.12456, 2.58442, -3.42427], [5.71210, 2.48937, 3.43646], [6.34738, 1.60533, 2.61641], [5.44102, 1.20562, 1.64503], [4.22052, 1.89252, 1.90802], [4.43702, 2.71215, 2.97274], [6.05308, 2.88259, 4.29289], [7.39060, 1.36867, 2.73986], [5.72394, 0.74425, 0.71123], [3.31338, 1.74527, 1.34400], [3.79113, 3.32863, 3.57829]],
  "forces_ev_per_a": [[1.0, 0.9, -0.1], [-0.4, -0.1, -0.1], [0.4, 0.5, -0.8], [1.6, -0.1, 0.8], [-2.0, -0.6, 0.0], [0.0, -0.1, 0.0], [-0.1, -0.3, 0.0], [0.0, -0.2, 0.1], [-0.4, 0.0, 0.2], [0.0, 0.0, -0.1], [-0.8, 0.6, 0.9], [0.8, -0.3, -0.9], [-0.5, -0.5, 0.4], [0.2, 0.4, -0.7], [-0.2, 0.0, 0.4], [0.3, -0.1, 0.0], [0.1, 0.0, 0.3], [0.1, 0.0, -0.1], [0.0, 0.1, 0.0], [0.0, -0.1, -0.1], [-0.7, 0.4, -0.8], [1.2, 0.5, 0.7], [-0.7, 0.0, -1.2], [0.7, -0.4, -0.8], [0.2, -1.1, 1.7], [-0.3, 0.2, 0.2], [-0.1, 0.1, -0.1], [0.0, 0.1, 0.1], [-0.5, 0.0, 0.1], [0.0, 0.4, 0.0], [0.3, 0.8, -0.3], [-0.3, 0.5, 0.9], [0.1, -0.8, -0.3], [0.8, 1.6, -0.2], [-0.8, -1.2, 0.5], [0.0, 0.0, -0.1], [0.0, -0.3, -0.3], [-0.1, 0.0, 0.0], [-0.2, -0.6, 0.1], [-0.1, 0.1, -0.2], [-0.4, -0.8, 0.8], [-0.4, 0.5, -1.3], [0.5, -0.7, 0.8], [-1.1, 0.7, -0.2], [1.1, 0.0, -0.2], [0.1, 0.0, -0.2], [-0.2, 0.2, 0.3], [0.3, 0.2, 0.0], [-0.1, -0.1, -0.1], [0.1, 0.0, -0.1], [-0.3, 0.1, 0.4], [-0.6, -0.3, -0.2], [0.6, 0.2, 1.0], [-0.3, 1.0, -0.8], [0.4, -0.1, 0.4], [0.0, -0.1, 0.0], [0.1, -0.2, -0.1], [0.1, -0.3, -0.2], [-0.1, -0.3, 0.1], [-0.1, -0.2, -0.6], [0.2, 0.5, 0.0], [0.3, 0.4, -0.8], [0.0, -1.3, 0.2], [0.4, 1.3, -0.8], [-0.6, -0.7, 1.2], [-0.3, -0.2, 0.1], [0.0, 0.0, -0.2], [0.1, 0.7, 0.3], [-0.3, -0.3, 0.2], [0.3, -0.3, -0.3], [0.7, -0.1, 0.4], [-0.4, 0.4, -1.5], [0.6, -0.2, 1.1], [0.0, 0.1, 1.3], [-0.6, -0.1, -0.7], [0.0, 0.1, 0.0], [-0.4, 0.1, 0.2], [-0.2, -0.1, -0.4], [0.1, -0.2, -0.3], [0.1, -0.1, 0.1], [0.4, 0.6, 0.2], [0.0, 0.1, 0.7], [0.1, -0.7, -0.6], [-0.6, 0.4, -0.9], [-0.3, -0.2, 0.2], [-0.1, -0.1, -0.1], [0.0, 0.1, 0.1], [0.5, -0.1, 0.1], [0.1, 0.1, 0.3], [0.0, -0.2, 0.0], [-0.4, 1.1, -0.2], [0.3, -0.7, -0.2], [-0.4, 0.7, 0.6], [1.0, 0.0, 0.0], [-0.4, -1.2, 0.2], [0.3, 0.1, 0.0], [-0.2, -0.3, -0.4], [-0.2, 0.2, 0.0], [0.0, 0.2, -0.1], [0.1, 0.0, -0.2], [1.1, -0.3, 0.6], [-0.6, -0.5, 0.2], [-0.1, -0.2, -1.0], [0.6, 0.1, 1.0], [-0.6, 0.6, -0.8], [-0.1, -0.1, -0.3], [-0.1, 0.7, 0.0], [-0.3, 0.0, 0.1], [0.1, -0.2, 0.1], [0.0, 0.0, 0.0], [0.4, -1.3, 0.4], [0.1, 0.9, -0.5], [-0.6, -0.5, -0.1], [1.0, 0.1, -0.3], [-0.7, 0.4, 0.5], [-0.1, -0.2, 0.1], [0.0, 0.0, 0.0], [0.0, 0.0, 0.1], [0.2, 0.0, 0.0], [-0.1, 0.2, 0.2], [-0.4, 0.2, 0.2], [-0.1, -0.5, -0.5], [-0.1, 1.5, -0.3], [0.5, -1.0, 0.7], [0.2, 0.7, 0.1], [0.2, -0.3, 0.0], [0.2, -0.1, 0.1], [-0.1, -0.3, 0.1], [0.0, -0.1, -0.3], [-0.3, -0.1, 0.0], [-0.2, 0.1, -0.4], [-0.3, -0.1, -0.4], [0.8, 1.0, 0.2], [0.1, -0.2, -0.7], [-0.1, -0.4, 1.0], [0.2, 0.0, 0.0], [0.0, 0.0, 0.0], [-0.2, -0.5, 0.2], [-0.1, 0.3, 0.1], [-0.2, 0.0, -0.2]],
  "e_above_lowest_ev": 1.377,
  "homo_energy_ev": -7.683,
  "orbital_gap_ev": 8.1,
  "lumo_energy_ev": 0.42
}